Entry 1:
The following is a DFT calculation (ωB97M-V with the def2-TZVPD basis set) of a molecular structure, C12H32BBr2Cl3CsKO3Si2.

Output
Total energy: -230055.1224 eV
HOMO-LUMO gap: 2.835 eV
2S+1: 1
HOMO: -5.6 eV

Last column: Mulliken charge in e.
Atoms and positions in Å:
Cs1 -6.16 -0.90 -2.17  1.04
Br1 0.73 -2.54 -3.14  -0.16
Br2 2.08 -5.11 -0.88  -0.11
K1 -0.16 1.16 -2.08  0.85
Cl1 8.40 1.23 1.16  -0.77
Cl2 -9.41 3.11 1.19  -0.21
Cl3 -6.91 2.00 -0.74  -0.30
Si1 3.68 0.62 2.20  0.20
Si2 1.81 0.26 0.93  0.50
O1 -8.37 0.36 3.31  -1.05
O2 5.36 2.84 1.40  -0.50
O3 -2.31 -0.77 0.68  -0.39
C1 -6.73 2.94 0.78  -0.37
C2 2.39 -4.85 -2.79  -0.62
C3 -2.03 -0.43 -1.65  -0.99
C4 5.86 0.85 -0.08  -0.56
C5 -4.25 0.05 -0.41  -2.33
C6 2.49 -3.39 -3.13  -0.36
C7 6.38 -0.59 0.19  -1.07
C8 -7.81 2.56 1.74  -0.52
C9 0.81 -1.22 1.53  -1.05
C10 0.82 1.92 0.99  -0.93
C11 2.25 -0.03 -0.92  -0.63
C12 -2.82 -0.42 -0.35  0.89
B1 5.10 1.53 1.10  0.53
H1 6.70 1.48 -0.32  0.51
H2 7.45 -0.62 0.21  0.37
H3 4.19 -0.73 2.56  -0.21
H4 -1.01 -0.80 -1.46  -0.31
H5 -0.09 1.87 0.37  0.03
H6 3.11 -2.84 -2.43  0.17
H7 -2.50 -1.09 -2.38  0.54
H8 2.94 0.72 -1.30  0.49
H9 -7.63 3.01 2.71  0.31
H10 5.21 0.85 -0.97  0.12
H11 2.74 -1.00 -1.04  -0.23
H12 2.88 -3.26 -4.14  0.39
H13 1.33 0.00 -1.53  0.08
H14 -7.86 1.46 1.90  0.37
H15 1.49 2.66 0.54  0.31
H16 0.50 -1.90 0.73  0.27
H17 3.35 1.41 3.41  -0.20
H18 -4.84 -0.59 -1.07  0.95
H19 1.46 -1.81 2.18  0.43
H20 -4.69 0.01 0.59  0.58
H21 -4.29 1.09 -0.76  0.58
H22 -6.72 4.00 0.53  0.39
H23 5.95 -1.07 1.07  0.20
H24 6.07 -1.19 -0.68  0.21
H25 1.58 -5.35 -3.31  0.38
H26 -9.26 0.11 3.55  0.15
H27 -1.97 0.58 -2.05  0.46
H28 4.60 3.26 1.84  0.25
H29 -5.76 2.69 1.21  0.24
H30 0.60 2.21 2.01  0.36
H31 -0.05 -0.96 2.14  0.34
H32 3.33 -5.36 -3.00  0.37

Entry 2:
The following is a DFT calculation (ωB97M-V with the def2-TZVPD basis set) of 5 unconnected molecules or ions with the total composition C12H32ClN4O4.

Output
Total energy: -39610.1523 eV
Energy relative to the best compared isomer or geometry (same formula, charge and spin): 9.5 kcal per mole
HOMO-LUMO gap: 8.951 eV
2S+1: 1
HOMO: -16.5 eV
Charge: +3

Last column: natural (NBO) charge in e.
Atoms and positions in Å:
Cl1 7.71 3.72 16.12  -0.92
O1 12.33 1.75 15.29  -0.42
O2 7.01 1.46 21.75  -0.42
O3 8.36 5.71 9.79  -0.42
O4 2.93 7.43 15.51  -0.42
N1 9.21 6.08 11.90  -0.59
N2 5.49 2.69 20.52  -0.59
N3 3.04 5.12 15.41  -0.59
N4 10.73 2.74 16.66  -0.62
C1 4.55 5.17 15.58  -0.42
C2 2.35 6.45 15.82  0.72
C3 6.40 2.79 19.32  -0.42
C4 8.97 4.70 12.40  -0.44
C5 11.19 1.74 15.59  0.71
C6 1.14 6.32 16.67  -0.76
C7 6.25 3.45 22.86  -0.75
C8 10.55 2.07 17.97  -0.42
C9 10.61 6.55 9.79  -0.74
C10 6.33 2.42 21.80  0.72
C11 9.29 6.15 10.35  0.72
C12 10.09 0.92 15.04  -0.77
H1 5.00 5.55 14.67  0.24
H2 5.22 3.53 23.23  0.27
H3 4.89 4.14 15.71  0.25
H4 10.98 7.45 10.29  0.26
H5 4.96 3.56 20.63  0.43
H6 4.83 1.92 20.38  0.45
H7 9.24 1.49 14.66  0.27
H8 6.90 3.12 23.67  0.30
H9 6.83 1.81 19.19  0.25
H10 2.81 4.95 14.43  0.45
H11 9.88 4.12 12.33  0.23
H12 10.54 6.57 8.71  0.30
H13 7.19 3.52 19.49  0.24
H14 9.78 1.31 17.85  0.23
H15 8.64 4.75 13.45  0.26
H16 2.69 4.32 15.93  0.43
H17 0.99 5.35 17.12  0.24
H18 4.84 5.69 16.48  0.24
H19 11.33 5.76 10.06  0.27
H20 6.58 4.44 22.54  0.27
H21 1.12 7.16 17.36  0.30
H22 11.48 1.56 18.22  0.25
H23 8.42 6.67 12.18  0.45
H24 10.41 0.27 14.23  0.28
H25 0.27 6.46 16.01  0.30
H26 10.01 6.53 12.37  0.44
H27 5.84 3.04 18.43  0.24
H28 9.67 0.24 15.79  0.27
H29 11.39 3.52 16.70  0.44
H30 10.29 2.81 18.71  0.24
H31 8.17 4.20 11.88  0.26
H32 9.82 3.10 16.28  0.48

Entry 3:
The following is a DFT calculation (ωB97M-V with the def2-TZVPD basis set) of a molecular structure, C12H32FLiO4Zn.

Output
Total energy: -72479.0896 eV
Energy relative to the best compared isomer or geometry (same formula, charge and spin): 39.9 kcal per mole
HOMO-LUMO gap: 5.869 eV
2S+1: 1
HOMO: -15.1 eV
Charge: +2

Last column: natural (NBO) charge in e.
Atoms and positions in Å:
Zn1 -1.58 1.05 -0.58  1.77
F1 0.32 0.64 0.03  -0.91
O1 2.43 0.92 2.78  -0.80
O2 1.37 -1.68 -0.87  -0.75
O3 -0.67 2.14 -2.26  -0.81
O4 -2.71 -0.14 0.86  -0.83
C1 0.74 -2.14 -2.04  0.12
C2 -2.50 -2.54 0.65  -0.66
C3 0.65 -3.70 -1.93  -0.62
C4 1.51 -1.73 -3.29  -0.64
C5 0.26 1.55 3.47  -0.65
C6 1.28 -0.82 3.79  -0.64
C7 0.38 2.98 -2.48  0.09
C8 1.50 0.73 3.80  0.09
C9 -2.51 -1.33 2.88  -0.65
C10 -2.11 -1.29 1.42  0.06
C11 -0.13 4.40 -2.47  -0.65
C12 1.13 2.62 -3.72  -0.66
Li1 1.85 1.74 0.85  0.97
H1 -0.69 4.69 -1.58  0.22
H2 2.15 -1.48 3.82  0.23
H3 1.74 1.73 -3.56  0.24
H4 -1.97 -2.12 3.42  0.26
H5 -1.02 -1.24 1.34  0.21
H6 1.64 3.47 -4.17  0.26
H7 0.53 2.60 3.35  0.22
H8 -3.65 -0.20 1.03  0.53
H9 3.15 0.32 3.00  0.51
H10 -3.58 -2.71 0.64  0.22
H11 -2.26 -2.56 -0.41  0.22
H12 0.62 -1.08 4.62  0.23
H13 1.87 0.99 4.79  0.20
H14 -3.57 -1.48 3.06  0.23
H15 0.72 -1.11 2.90  0.19
H16 -0.47 1.55 4.27  0.25
H17 2.59 -1.90 -3.26  0.24
H18 -0.06 -4.03 -2.69  0.22
H19 -1.27 2.27 -3.00  0.51
H20 1.62 -4.19 -2.07  0.23
H21 -2.03 -3.44 1.05  0.26
H22 0.46 2.35 -4.54  0.23
H23 -0.20 1.19 2.55  0.18
H24 1.14 -0.78 -0.62  0.48
H25 0.43 -3.94 -0.89  0.21
H26 -2.18 -0.39 3.32  0.22
H27 1.15 -2.11 -4.24  0.23
H28 1.00 2.94 -1.59  0.16
H29 -0.29 -1.79 -2.06  0.11
H30 0.64 5.15 -2.68  0.26
H31 -0.85 4.55 -3.28  0.22
H32 1.40 -0.65 -3.44  0.18

Entry 4:
The following is a DFT calculation (ωB97M-V with the def2-TZVPD basis set) of a molecular structure, C12H32O12S4Tl.

Output
Total energy: -85528.6488 eV
Energy relative to the best compared isomer or geometry (same formula, charge and spin): 56.9 kcal per mole
HOMO-LUMO gap: 1.699 eV
2S+1: 1
HOMO: -17.9 eV
Charge: +3

Last column: natural (NBO) charge in e.
Atoms and positions in Å:
Tl1 -0.18 1.36 -1.55  1.02
S1 2.00 5.12 -1.88  2.27
S2 2.22 -1.26 1.06  2.29
S3 -1.72 -0.03 2.40  2.26
S4 -2.54 -2.25 -1.70  2.31
O1 -1.68 -1.45 2.87  -0.85
O2 3.61 -0.78 1.10  -0.77
O3 -1.29 0.35 1.04  -0.90
O4 1.23 -0.37 0.44  -0.85
O5 1.74 5.75 -3.15  -0.79
O6 -0.88 0.93 3.44  -0.63
O7 3.60 4.64 -1.70  -0.62
O8 1.15 3.99 -1.48  -0.92
O9 2.16 -2.80 0.50  -0.58
O10 -1.56 -1.15 -1.74  -0.94
O11 -3.29 -2.61 -0.50  -0.84
O12 -1.72 -3.65 -2.06  -0.62
C1 -2.41 -4.91 -2.05  -0.08
C2 -1.18 0.95 4.80  -0.10
C3 -1.35 2.42 5.19  -0.62
C4 -3.49 0.63 2.67  -0.83
C5 0.86 -3.31 0.19  -0.08
C6 0.71 -4.79 0.35  -0.63
C7 4.69 5.21 -2.47  -0.08
C8 -3.54 -2.11 -3.19  -0.88
C9 1.53 -1.42 2.72  -0.85
C10 4.66 4.80 -3.94  -0.64
C11 1.85 6.38 -0.51  -0.73
C12 -1.98 -5.74 -3.30  -0.62
H1 1.04 -5.09 1.35  0.26
H2 -3.79 0.69 3.71  0.27
H3 -3.00 -2.52 -4.05  0.28
H4 0.17 -2.71 0.78  0.22
H5 -0.24 -5.24 0.05  0.24
H6 -2.74 -6.51 -3.45  0.27
H7 -2.20 2.86 4.66  0.23
H8 -0.44 2.96 4.92  0.23
H9 2.65 7.11 -0.63  0.28
H10 -1.51 2.45 6.27  0.26
H11 1.31 -0.41 3.06  0.27
H12 1.40 -5.14 -0.41  0.25
H13 -0.24 0.64 5.24  0.24
H14 5.46 5.30 -4.48  0.27
H15 3.70 5.04 -4.39  0.26
H16 5.52 4.78 -1.91  0.27
H17 -1.96 -5.46 -1.22  0.25
H18 -4.55 -2.50 -3.05  0.29
H19 2.03 5.81 0.40  0.26
H20 4.79 3.72 -4.05  0.25
H21 0.58 -3.16 -0.85  0.26
H22 0.70 -2.10 2.89  0.29
H23 -3.66 1.65 2.32  0.26
H24 -1.02 -6.20 -3.06  0.24
H25 -3.62 -1.04 -3.37  0.28
H26 0.78 6.61 -0.54  0.28
H27 2.33 -1.94 3.24  0.29
H28 4.85 6.28 -2.36  0.26
H29 -1.89 0.23 5.19  0.23
H30 -1.86 -5.19 -4.23  0.24
H31 -3.47 -4.88 -1.80  0.24
H32 -4.31 0.05 2.23  0.29

In eV/A, the maximum force values for the records above are, in order, 7.4; 1.5; 5.1; 3.8.